ORCA calculation (ωB97M-V with the def2-TZVPD basis set) on the molecule C6H6 in a non-equilibrium geometry.

Each atom is followed by the atoms it is bonded to, with distances in Å.
Atoms and positions in Å:
1 C -2.51821 0.52695 0.80812  C2 1.204, H7 1.065
2 C -1.39319 0.35991 0.41265  C1 1.204, C3 1.430
3 C -0.08975 0.14358 -0.13302  C2 1.430, C4 1.505, C5 1.313
4 C 0.60605 1.22784 -0.91039  C3 1.505, H8 1.091, H9 1.093, H10 1.095
5 C 0.44425 -1.05269 -0.04315  C3 1.313, C6 1.298
6 C 1.19946 -1.95000 0.51212  C5 1.298, H11 1.084, H12 1.089
7 H -3.53886 0.65552 1.08393  C1 1.065
8 H 0.16622 1.25582 -1.90878  C4 1.091
9 H 0.47483 2.20566 -0.43923  C4 1.093
10 H 1.67552 1.01238 -1.00098  C4 1.095
11 H 1.52876 -1.41399 1.39441  C6 1.084
12 H 1.44493 -2.97098 0.22433  C6 1.089

Summary:
Kohn-Sham gap, hartree: 0.352
HOMO level, Eh: -0.324
Molecular weight, g/mol: 78.11
E_LUMO, eV: 0.8
SMILES: C#CC(C)=C=C

natural (NBO) charges in e: -0.21, -0.02, -0.18, -0.60, 0.15, -0.50, 0.24, 0.22, 0.22, 0.22, 0.24, 0.23